No. 1
Density functional theory data (wB97M-V/def2-TZVPD) for a structure of composition C21H20BaN3O9S2 in a non-equilibrium geometry.

Last column: natural (NBO) charge in e.
Element x y z (Å)
C  -1.869  3.745  -1.315  -0.27
C  3.954  -5.528  -3.474  -0.22
Ba  0.494  -0.853  -0.805  1.87
C  -3.234  3.119  -1.119  0.71
C  -0.696  2.834  -0.918  0.68
C  -0.242  0.412  6.983  -0.20
C  1.066  -1.678  5.691  -0.16
C  2.745  -6.191  -3.527  -0.22
C  1.040  -1.625  7.074  -0.21
N  0.472  -0.741  2.373  -0.34
C  -0.222  0.368  5.599  -0.16
C  -1.767  2.923  -3.738  -0.61
H  -0.967  2.215  -3.512  0.21
H  -0.750  1.223  7.487  0.22
H  -0.847  5.497  -0.670  0.22
H  -0.708  1.134  5.011  0.23
O  2.299  -0.935  -2.800  -1.05
O  0.054  -3.480  -0.712  -1.07
O  -0.947  -4.758  -2.539  -0.98
C  0.388  -0.582  7.720  -0.19
H  4.875  -6.018  -3.765  0.21
H  1.529  -2.398  7.651  0.22
N  -0.896  1.589  -0.417  -0.79
H  2.684  -7.220  -3.860  0.21
H  4.920  -3.678  -3.009  0.25
C  -1.802  5.019  -0.453  -0.36
O  4.620  -1.633  -2.429  -0.98
H  -4.144  1.396  -0.529  0.42
C  0.457  -0.722  3.519  0.31
C  -1.720  4.122  -2.799  -0.37
H  -1.642  3.240  -4.774  0.21
N  -3.245  1.844  -0.634  -0.67
H  0.371  -0.545  8.801  0.22
H  -2.885  4.289  1.286  0.20
O  -2.310  -0.109  0.038  -0.70
C  1.598  -4.204  -2.702  -0.22
S  -0.074  -3.679  -2.165  2.39
O  -4.269  3.705  -1.372  -0.63
C  1.593  -5.527  -3.144  -0.22
S  3.232  -1.826  -2.107  2.40
C  0.434  -0.679  4.955  -0.16
H  0.642  -6.036  -3.180  0.25
H  -1.130  4.081  1.384  0.21
C  -1.924  4.748  1.043  -0.62
H  -1.848  5.678  1.609  0.21
H  1.570  -2.484  5.175  0.23
C  2.834  -3.525  -2.654  -0.35
O  -0.369  -2.395  -2.809  -1.06
H  -2.604  5.683  -0.783  0.21
O  0.432  3.289  -1.051  -0.64
H  -0.763  4.637  -2.898  0.22
C  -2.124  1.054  -0.325  0.77
H  -2.518  4.827  -3.042  0.21
C  3.983  -4.213  -3.045  -0.20
O  2.951  -1.806  -0.662  -1.07
H  -2.722  2.396  -3.666  0.20

strongest force on any atom	1.09	eV/A
2S+1	1
Kohn-Sham gap	8.51	eV
electronic energy	-67372.0295	eV
total charge	-1

---

No. 2
Density functional theory data (wB97M-V/def2-TZVPD) for a structure of composition C34H22BiN8O2S2.

Last column: natural (NBO) charge in e.
Element x y z (Å)
H  -2.928  -4.279  8.095  0.19
C  -4.900  -7.010  8.248  0.34
C  -2.562  -3.829  -0.216  -0.24
H  -2.806  7.599  -0.124  0.40
H  -4.662  3.637  -0.922  0.26
C  -1.878  5.127  0.233  -0.23
C  1.578  -2.738  -3.536  -0.16
Bi  -0.015  0.067  -0.128  1.40
C  3.566  -3.674  -2.555  -0.11
H  -2.967  -4.411  -1.032  0.25
H  -3.993  -5.758  9.725  0.24
N  -2.284  -3.406  5.651  -0.53
C  -1.874  -2.855  4.463  0.15
C  -3.630  3.762  -0.625  -0.20
S  0.097  -0.723  -2.527  -0.19
C  -0.817  -1.473  2.792  0.23
H  -4.605  -6.591  4.902  0.23
C  -3.693  -5.336  6.364  -0.18
C  -4.474  -6.413  5.960  -0.07
H  0.909  0.747  5.381  0.24
C  -3.073  -4.488  5.351  0.42
C  0.406  0.100  4.676  -0.23
N  -1.234  -1.958  0.448  -0.51
C  -2.450  -3.644  3.495  0.09
H  -5.677  -8.075  6.540  0.23
H  -3.026  1.755  -1.076  0.19
N  2.813  -5.229  -5.626  -0.24
H  4.136  -2.869  -0.663  0.25
H  -6.558  -9.336  9.781  0.21
C  -1.038  -1.748  4.157  -0.09
C  -3.203  4.995  -0.155  -0.08
C  -2.807  -4.155  1.090  -0.11
H  -0.565  -1.082  6.158  0.23
C  2.631  -3.634  -3.599  -0.11
H  -5.656  -9.596  8.272  0.18
C  -2.244  -3.370  2.107  0.01
H  -0.001  4.102  0.434  0.20
C  -4.237  6.095  -0.071  0.64
N  -3.771  7.363  0.012  -0.80
N  -1.443  2.841  -0.322  -0.47
C  -5.076  -7.247  6.886  -0.32
H  -7.110  -8.561  8.280  0.18
C  -6.236  -8.876  8.854  -0.26
H  -1.574  -2.415  -1.519  0.23
O  -5.417  5.817  -0.060  -0.58
C  -1.041  4.026  0.135  0.04
C  -2.720  2.726  -0.699  0.03
C  -3.526  -5.108  7.734  -0.15
S  2.240  -0.978  0.080  -0.15
C  -1.774  -2.712  -0.495  0.07
C  -0.408  -0.917  5.099  -0.13
N  -0.007  -0.471  2.403  -0.50
H  0.866  -2.698  -4.349  0.25
H  -3.419  -5.003  1.370  0.26
C  4.670  -4.595  -2.588  0.25
H  -4.445  8.110  0.045  0.42
N  -3.187  -4.649  4.049  -0.47
H  -1.481  6.052  0.632  0.22
C  -4.118  -5.930  8.665  -0.25
O  -5.438  -7.759  9.227  -0.47
C  1.426  -1.878  -2.448  -0.17
C  -1.442  -2.275  1.757  0.13
N  5.546  -5.337  -2.598  -0.24
H  -2.039  -3.099  6.576  0.42
C  3.416  -2.828  -1.470  -0.15
C  0.587  0.287  3.304  0.06
C  2.746  -4.519  -4.726  0.25
H  1.246  1.065  2.932  0.21
C  2.345  -1.939  -1.394  -0.18

strongest force on any atom	0.27	eV/A
2S+1	1
Kohn-Sham gap	6.67	eV
electronic energy	-79138.2824	eV
total charge	+1

---

No. 3
Density functional theory data (wB97M-V/def2-TZVPD) for the molecule C4H6N2 in a non-equilibrium geometry.

Last column: natural (NBO) charge in e.
Element x y z (Å)
C  1.179  0.825  -0.275  -0.19
H  -0.844  -0.632  -2.332  0.24
N  0.636  0.187  -1.298  -0.38
H  -1.956  -1.616  -0.085  0.16
H  0.713  0.844  3.055  0.41
C  -0.449  -0.694  -1.230  -0.33
C  0.672  1.057  0.952  0.40
N  0.517  1.313  2.136  -0.62
C  -1.473  -0.754  -0.174  -0.32
H  0.190  -1.710  -1.048  0.24
H  2.184  1.399  -0.414  0.23
H  -1.369  -0.220  0.711  0.17

strongest force on any atom	4.20	eV/A
2S+1	1
Kohn-Sham gap (spin up / spin down)	8.13 / 7.52	eV
electronic energy	-7219.6073	eV

---

No. 4
Density functional theory data (wB97M-V/def2-TZVPD) for a structure of composition C15H22BCrF4N3O2Se.

Last column: Löwdin spin population.
Element x y z (Å)
C  -2.967  -1.931  -1.950  0.00
C  -1.242  -3.494  -1.037  -0.01
C  4.266  0.827  1.802  0.00
H  -0.805  -0.211  -2.017  0.00
H  -2.018  -4.058  -0.514  0.00
H  1.757  1.415  -1.575  0.00
H  0.406  -1.361  -1.449  0.00
H  -3.766  -2.467  -1.439  0.00
H  5.721  0.586  -1.272  0.00
C  -0.565  -1.274  -1.942  0.00
F  -5.204  -2.875  0.317  0.00
H  -0.487  -1.685  -2.953  0.00
H  7.401  -0.026  2.633  0.00
H  -1.011  2.321  -0.259  0.00
F  -6.064  -1.785  2.148  0.00
H  -0.313  -3.582  -0.468  0.00
F  -4.348  -0.832  0.953  0.00
H  7.648  0.029  0.188  0.00
C  6.547  0.227  2.019  0.00
C  -2.647  3.428  0.400  0.00
O  -4.996  3.738  0.367  0.00
H  -2.548  4.080  1.266  0.00
F  -6.470  -0.978  0.029  0.00
C  -1.649  -2.024  -1.169  -0.01
O  -4.192  1.648  0.173  0.01
H  -2.353  -2.195  0.890  0.00
C  5.612  0.560  -0.196  0.00
N  -1.714  2.291  0.468  0.00
H  -2.846  -2.351  -2.954  0.00
Cr  -2.741  0.390  0.517  1.20
H  -1.092  -3.948  -2.022  0.00
H  5.234  0.522  3.706  0.00
N  2.948  1.199  2.037  0.00
C  6.685  0.250  0.629  0.00
H  -1.189  2.276  1.335  0.00
C  2.825  1.235  -1.493  0.00
C  -1.899  -1.455  0.236  -0.12
B  -5.587  -1.640  0.854  0.00
C  -4.090  2.931  0.318  0.00
H  3.375  2.027  -2.006  0.00
H  -2.461  4.028  -0.491  0.00
N  3.154  1.201  -0.084  0.00
H  3.060  0.278  -1.960  0.00
C  4.400  0.837  0.416  0.00
C  2.240  1.427  0.895  0.00
H  -3.282  -0.889  -2.053  0.00
H  2.505  1.217  2.937  0.00
Se  -0.574  -0.430  1.139  -0.09
C  5.335  0.523  2.629  0.00

strongest force on any atom	0.42	eV/A
2S+1	2
Kohn-Sham gap (spin up / spin down)	7.38 / 6.88	eV
electronic energy	-129799.1630	eV
⟨S²⟩	0.903
total charge	-1

---

No. 5
Density functional theory data (wB97M-V/def2-TZVPD) for a cluster of 13 separate species, C51H92Cl2NO14P in total in a non-equilibrium geometry.

Last column: Mulliken charge in e.
Element x y z (Å)
O  3.228  10.410  6.075  -0.55
H  1.744  7.348  -0.587  0.26
H  -12.809  -10.023  -9.706  0.33
H  4.172  9.331  -2.777  0.32
C  11.523  7.049  9.656  -1.21
O  9.353  6.231  9.088  -0.54
H  -1.270  -4.996  -4.204  0.30
C  5.480  8.879  2.076  -1.13
C  -7.569  -4.552  -3.049  -0.37
C  3.545  8.604  -3.299  -1.09
C  -5.790  -0.769  -4.237  -1.07
C  2.374  10.367  6.958  0.87
H  5.643  7.804  1.972  0.31
H  -11.528  -8.157  -11.156  0.32
H  -10.137  -7.370  -10.378  0.19
C  -4.044  -1.355  -1.301  -0.86
H  -0.316  -5.210  -2.559  0.26
C  3.222  3.286  -1.283  0.81
H  3.904  8.940  4.447  0.28
C  -10.669  -8.319  -10.500  -0.95
H  11.909  6.937  10.673  0.29
C  -9.380  -4.188  -7.298  0.80
H  10.904  3.298  9.571  0.33
H  0.620  -1.239  -1.885  0.36
C  4.020  9.154  2.321  0.92
C  -6.767  -4.791  -1.625  -0.53
C  -5.237  -5.562  -10.281  0.86
O  -6.414  -5.523  -10.634  -0.56
Cl  -2.337  -4.590  -0.512  -0.09
O  0.200  -2.655  -4.118  -0.62
C  -11.138  -8.805  -9.154  0.82
H  -5.333  0.089  -3.585  0.31
H  3.243  5.663  9.885  0.29
H  -7.077  -5.772  -1.023  0.26
H  6.977  6.102  9.182  0.09
H  -3.438  -5.784  -11.419  0.34
H  -0.315  -9.257  -0.228  0.20
H  4.371  4.292  9.799  0.34
H  -0.622  -5.893  1.788  0.36
H  1.515  3.803  -2.466  0.38
O  3.360  9.839  1.543  -0.62
H  -9.985  -9.049  -10.940  0.32
H  -11.051  -5.405  -7.850  0.35
C  0.742  -9.538  -0.275  -1.02
C  -7.188  -3.175  -3.880  -0.58
H  -3.002  -1.032  -5.139  0.30
H  11.040  1.841  12.453  0.31
H  -5.727  -6.545  -8.451  0.24
C  -8.911  -3.702  -8.644  -0.92
H  -8.379  -2.753  -8.521  0.31
H  -10.413  -5.713  -6.219  0.27
C  2.822  -9.216  -1.755  -1.12
C  11.463  3.751  11.586  0.85
C  -11.896  -10.105  -9.111  -1.16
O  -2.287  -0.405  -4.824  -0.51
H  -1.705  -7.325  -1.956  0.03
N  -0.178  -1.871  -1.656  -0.15
H  -2.936  -7.026  -3.439  0.33
H  -1.118  -7.491  -3.767  0.28
H  -8.393  -5.263  -3.488  0.33
H  -5.180  -1.044  -5.196  0.18
C  3.400  8.557  3.556  -1.01
H  4.595  2.915  -2.882  0.36
C  -6.043  -2.099  -3.312  0.75
H  -4.430  -0.226  -1.290  0.37
H  2.737  9.111  -3.832  0.32
C  4.348  3.719  -2.183  -1.02
H  -8.227  -4.432  -9.084  0.11
H  -3.910  -1.634  -0.149  0.33
H  -3.627  -4.191  -10.614  0.33
C  -1.009  -6.370  4.569  -1.11
H  1.246  -9.155  0.616  0.32
H  6.691  6.198  7.430  0.27
H  -9.509  -6.297  -7.634  0.26
H  10.250  4.827  10.198  -0.23
H  9.549  3.289  10.748  0.38
O  3.213  6.420  -2.393  -0.56
H  12.616  2.529  12.904  0.32
C  1.329  11.444  7.088  -1.20
C  -1.608  -6.273  2.068  -0.82
H  -9.770  -3.540  -9.300  0.34
H  -1.375  -1.993  0.093  0.29
H  1.213  8.658  -1.665  0.35
H  -0.987  -7.074  5.407  0.31
H  0.003  -5.995  4.400  0.31
H  9.648  8.124  11.512  0.33
C  9.359  8.186  10.460  -1.18
C  2.086  8.170  -1.224  -0.88
C  -5.207  -2.332  -1.910  0.41
C  -1.342  -1.300  -0.872  -0.86
C  2.333  9.236  7.951  -0.87
O  0.702  -8.256  -2.289  -0.46
H  3.419  -8.818  -0.930  0.33
C  10.018  7.079  9.681  1.04
H  2.466  9.626  8.963  0.35
C  4.300  5.382  9.838  -1.12
C  1.362  -8.941  -1.510  0.76
H  11.859  6.196  9.057  0.30
C  1.910  2.934  -1.932  -0.94
H  2.985  -10.291  -1.860  0.33
C  -10.138  -5.488  -7.255  -0.96
H  2.648  8.878  -0.610  0.17
H  -4.160  -7.020  -9.144  0.35
C  2.970  7.623  -2.313  0.72
H  0.333  11.011  6.969  0.32
H  6.543  4.629  8.253  0.36
H  -1.683  -5.548  4.821  0.32
H  1.381  8.705  7.869  0.32
C  -1.831  -6.900  -3.043  -0.74
H  1.482  12.194  6.306  0.31
H  -11.267  -10.914  -9.490  0.32
O  -1.813  -8.268  3.363  -0.58
O  4.260  6.665  7.824  -0.59
C  -1.374  -5.324  -3.064  -0.47
H  -3.561  -4.705  -2.655  0.25
H  3.471  7.467  3.518  0.37
H  -4.349  -5.427  -8.339  0.31
C  -2.493  -4.322  -2.335  -0.28
O  -10.911  -8.164  -8.129  -0.51
H  -1.233  -0.237  -0.362  0.27
H  -6.843  -0.365  -4.628  0.40
H  4.061  4.622  -2.728  0.29
C  -1.505  -7.078  3.336  0.63
H  11.905  7.967  9.204  0.43
H  4.162  8.067  -4.028  0.29
P  -2.477  0.056  -3.156  0.15
C  -5.625  -3.710  -1.059  -0.57
H  5.232  3.941  -1.577  0.27
H  3.145  8.535  7.735  0.14
H  3.133  -8.722  -2.682  0.29
O  -9.153  -3.547  -6.273  -0.64
C  -4.143  -4.995  -11.146  -1.11
C  -2.568  -1.493  -1.990  0.99
C  -4.834  -6.178  -8.968  -1.04
O  11.894  4.788  12.090  -0.56
C  10.476  3.786  10.450  -0.58
H  6.077  9.277  2.901  0.34
H  -2.308  -5.446  2.209  0.34
H  4.804  5.765  10.729  0.32
H  1.418  11.931  8.062  0.34
Cl  -0.710  1.215  -2.739  -0.20
C  -2.160  -2.812  -2.865  -0.20
O  3.368  3.222  -0.063  -0.62
H  -5.143  -4.002  -0.020  0.21
C  6.380  5.705  8.357  -0.81
H  -4.581  -4.584  -12.062  0.29
H  5.791  9.373  1.149  0.30
H  -12.171  -10.330  -8.076  0.30
C  -0.530  -2.467  -3.016  0.02
H  8.271  8.081  10.389  0.24
C  11.903  2.400  12.082  -1.18
H  9.645  9.155  10.042  0.36
H  2.048  2.096  -2.619  0.33
H  -7.722  -2.960  -4.899  0.51
H  12.395  1.850  11.276  0.31
C  4.920  5.979  8.603  0.79
H  -2.629  -2.842  -3.963  0.25
H  1.190  2.640  -1.160  0.28
H  2.343  8.838  3.603  0.25
H  -1.979  -6.913  1.261  0.29
H  0.813  -10.628  -0.314  0.36

strongest force on any atom	8.30	eV/A
2S+1	1
Kohn-Sham gap	8.37	eV
electronic energy	-118855.6346	eV

---

No. 6
Density functional theory data (wB97M-V/def2-TZVPD) for a structure of composition C27H39AuN5S2Si in a non-equilibrium geometry.

Last column: Mulliken charge in e.
Element x y z (Å)
C  0.585  -3.164  2.723  -2.08
H  -0.913  2.062  1.918  0.48
H  3.097  -3.165  1.747  0.54
H  4.335  4.744  0.779  0.43
C  1.191  -4.882  1.042  -2.00
C  3.801  0.874  0.350  -0.45
H  1.419  4.686  0.384  0.09
C  -2.193  -2.806  0.627  2.42
H  -0.298  -1.133  -2.688  0.21
H  2.044  -3.835  -1.634  0.30
S  -3.114  2.327  1.052  0.01
H  -3.523  -1.932  2.084  0.55
C  2.358  -2.677  1.113  -2.05
H  -2.955  -1.401  -0.852  0.17
H  -4.180  -2.418  -0.104  0.64
N  1.685  3.712  0.297  0.08
C  -0.008  -3.128  -1.873  2.38
S  -1.126  1.742  -1.642  0.45
C  -2.501  -4.251  1.026  -1.77
H  -1.626  -4.574  -2.056  0.28
H  -0.329  8.513  0.232  0.43
C  0.806  2.713  0.091  -0.92
H  -3.554  -4.333  1.294  0.55
C  2.930  3.145  0.442  0.45
C  -0.683  -2.142  -2.830  -1.69
C  5.051  1.415  0.556  -0.65
C  -0.948  6.504  -0.132  0.81
H  -2.232  -0.849  1.575  -0.03
H  -1.759  -2.115  -2.707  0.29
H  -2.080  7.726  -1.508  0.44
H  6.235  3.162  0.897  0.40
C  5.239  2.790  0.723  -0.57
H  -3.120  -3.101  -1.317  0.31
C  -1.758  6.733  -1.246  -0.77
H  0.330  7.307  1.370  0.33
C  -0.544  -4.532  -2.148  -1.76
H  1.660  -5.091  0.086  0.33
H  0.421  -2.109  2.929  0.29
H  -1.920  -4.571  1.887  0.27
C  -2.468  -1.884  1.819  -1.52
H  -2.715  5.710  -2.895  0.52
C  4.187  3.682  0.667  -0.87
C  -1.027  4.276  -0.567  0.02
H  -4.582  1.946  -0.793  0.48
H  -0.475  -2.436  -3.859  0.54
Si  -0.326  -2.644  0.015  -0.34
H  2.280  -1.639  1.433  0.36
H  1.840  -5.282  1.819  0.57
H  5.907  0.761  0.583  0.46
Au  0.159  -0.303  0.039  -0.49
C  1.486  -3.098  -2.200  -1.92
C  -0.534  7.600  0.782  -1.31
H  -0.312  -3.720  2.976  0.38
H  -1.361  7.795  1.467  0.29
C  -3.160  -2.404  -0.486  -1.92
H  0.246  -5.415  1.094  0.34
C  2.730  1.757  0.299  0.07
H  1.630  -3.326  -3.255  0.61
H  1.380  -3.513  3.381  0.59
N  -1.789  4.400  -1.631  -0.33
H  1.906  -2.111  -2.019  0.21
C  1.007  -3.382  1.270  2.81
C  -1.404  2.378  1.018  -0.26
H  -0.291  -4.821  -3.168  0.54
N  -2.728  1.700  -1.558  -0.25
N  1.391  1.536  0.097  -0.07
H  3.645  -0.183  0.218  0.33
C  -3.521  1.963  -0.610  0.00
H  -2.314  -4.939  0.205  0.32
H  -0.108  -5.268  -1.479  0.30
H  2.728  -2.700  0.095  0.34
N  -0.553  5.269  0.172  -0.57
C  -0.651  2.881  -0.123  1.71
H  -1.897  -2.167  2.696  0.29
C  -2.127  5.631  -1.992  -0.41

strongest force on any atom	2.07	eV/A
2S+1	1
Kohn-Sham gap (spin up / spin down)	3.96 / 3.96	eV
electronic energy	-69316.0268	eV
total charge	+1